Cl6INa7O4S as an isolated structure, computed with wB97M-V/def2-TZVPD.

Atoms and positions in Å:
Na -2.507 -0.650 2.638
Na 1.200 -1.124 2.219
Na 3.210 2.318 1.984
Na -0.156 3.150 1.955
Na 1.935 0.923 -3.314
Na -0.596 -2.101 -1.078
Na -2.822 1.353 -1.915
I -3.286 2.817 3.791
Cl -2.748 -3.229 1.709
Cl -0.855 0.776 0.631
Cl -1.981 4.175 -0.639
Cl 1.096 1.402 4.059
Cl -0.662 1.934 -4.058
Cl -3.828 -1.514 -1.685
S 2.394 -1.958 -1.272
O 1.322 -1.511 -2.163
O 1.878 -2.047 0.073
O 2.732 -3.353 -1.638
O 3.675 -1.362 -1.297

For the HOMO-LUMO gap, the calculation gives 3.55 eV. The net charge is -2.



ClCu as an isolated structure, computed with wB97M-V/def2-TZVPD.

Atoms and positions in Å:
Cu -0.664 0.173 0.995
Cl 0.664 -0.173 -0.995

For the HOMO-LUMO gap (alpha / beta), the calculation gives 9.79 / 6.49 eV. The spin multiplicity is 2. The net charge is +1. Its energy above the lowest of the compared OMol25 structures with the same formula, charge and spin is 45.0 kJ/mol.



ClCu3 as an isolated structure, computed with wB97M-V/def2-TZVPD.

Atoms and positions in Å:
Cu -0.431 -1.919 1.533
Cu -1.641 2.332 -0.266
Cu 2.210 -0.617 -1.326
Cl -0.138 0.203 0.059

For the HOMO-LUMO gap (alpha / beta), the calculation gives 10.07 / 5.94 eV. The spin multiplicity is 4. The net charge is +5. Its energy above the lowest of the compared OMol25 structures with the same formula, charge and spin is 0.0 kJ/mol.



ClF2Mg as an isolated structure, computed with wB97M-V/def2-TZVPD.

Atoms and positions in Å:
Mg 0.128 -0.148 0.123
F 1.020 -1.235 -1.243
F -1.342 -0.814 1.036
Cl 0.194 2.197 0.084

For the HOMO-LUMO gap, the calculation gives 9.84 eV. The net charge is -1. Its energy above the lowest of the compared OMol25 structures with the same formula, charge and spin is 0.0 kJ/mol.



ClF2O4Sr3 as an isolated structure, computed with wB97M-V/def2-TZVPD.

Atoms and positions in Å:
Sr 2.554 0.072 -1.248
Sr 1.081 2.086 2.072
Sr 0.223 -2.784 1.082
F 1.674 -2.278 -1.057
F 1.274 -0.329 1.064
Cl -1.296 0.641 -0.435
O -0.857 1.980 -0.200
O -0.579 -0.174 -1.317
O -1.513 0.095 0.991
O -2.560 0.690 -0.953

For the HOMO-LUMO gap, the calculation gives 6.72 eV. The net charge is +3. Its energy above the lowest of the compared OMol25 structures with the same formula, charge and spin is 22.1 kJ/mol.



A 2-piece molecular cluster, ClFH2NOP overall, computed with wB97M-V/def2-TZVPD.

Atoms and positions in Å:
N 1.301 -0.554 -1.070
O 0.217 -0.169 1.511
F 0.156 1.667 -0.035
P 0.302 0.011 -0.066
Cl -2.488 -0.433 0.025
H 1.172 -0.690 -2.010
H -0.660 0.168 1.646

For the HOMO-LUMO gap, the calculation gives 8.39 eV. Its energy above the lowest of the compared OMol25 structures with the same formula, charge and spin is 227.2 kJ/mol.



Number 1: strongest force on any atom 7.7 eV/Å, E_tot -4894.72039 Ha. Number 2: strongest force on any atom 1.2 eV/Å, E_tot -2100.26240 Ha. Number 3: strongest force on any atom 1.5 eV/Å, E_tot -5378.23752 Ha. Number 4: strongest force on any atom 1.6 eV/Å, E_tot -860.28214 Ha. Number 5: strongest force on any atom 7.4 eV/Å, E_tot -1051.87832 Ha. Number 6: strongest force on any atom 4.9 eV/Å, E_tot -1032.60299 Ha.